[1]
{
  "formula": "C39H65FNO21P",
  "method": "wB97M-V/def2-TZVPD",
  "mol_weight_da": 933.9,
  "gap_ha": 0.300,
  "symbols": ["C", "C", "C", "O", "P", "O", "O", "C", "C", "C", "C", "C", "C", "C", "C", "C", "C", "C", "C", "C", "C", "O", "C", "O", "N", "C", "O", "F", "H", "H", "H", "H", "H", "H", "H", "H", "H", "H", "H", "H", "H", "H", "H", "H", "H", "H", "H", "H", "H", "H", "H", "H", "H", "H", "H", "H", "H", "H", "H", "H", "H", "H", "H", "C", "C", "C", "O", "C", "O", "O", "H", "H", "H", "H", "H", "H", "C", "C", "C", "O", "C", "O", "O", "H", "H", "H", "H", "H", "H", "C", "C", "C", "O", "C", "O", "O", "H", "H", "H", "H", "H", "H", "C", "C", "C", "O", "C", "O", "O", "H", "H", "H", "H", "H", "H", "C", "C", "C", "O", "C", "O", "O", "H", "H", "H", "H", "H", "H"],
  "positions_angstrom": [[-0.84, 1.26, 1.58], [-0.35, 1.48, 0.33], [-0.36, 0.45, -0.82], [-0.59, 1.19, -2.03], [-0.93, 0.21, -3.28], [-0.57, -1.16, -2.94], [-2.43, 0.41, -3.75], [-3.11, -0.84, -4.07], [-3.80, -1.34, -2.80], [-4.59, -2.68, -3.04], [-4.46, -3.51, -1.75], [-4.97, -4.96, -1.87], [-4.79, -5.85, -0.60], [-4.04, -5.18, 0.59], [-3.52, -6.23, 1.65], [-1.97, -6.00, 1.81], [-1.27, -6.66, 0.57], [-0.14, -5.80, -0.05], [1.04, -6.73, -0.48], [1.75, -6.30, -1.80], [3.24, -5.87, -1.58], [0.04, 0.74, -4.50], [0.83, -0.33, -4.96], [0.50, -0.88, -5.91], [2.01, -0.63, -4.27], [2.43, -1.97, -4.62], [1.84, -2.90, -4.37], [3.59, -2.05, -5.24], [-0.39, 0.57, 2.31], [-1.72, 1.82, 1.94], [0.05, 2.49, 0.12], [0.62, -0.08, -0.81], [-1.16, -0.27, -0.65], [-2.45, -1.60, -4.51], [-3.85, -0.60, -4.84], [-4.45, -0.58, -2.35], [-3.04, -1.56, -2.03], [-4.17, -3.21, -3.90], [-5.62, -2.38, -3.26], [-3.39, -3.57, -1.52], [-4.97, -3.01, -0.91], [-4.44, -5.46, -2.70], [-6.04, -4.99, -2.14], [-5.76, -6.18, -0.20], [-4.25, -6.78, -0.85], [-4.76, -4.52, 1.11], [-3.17, -4.58, 0.30], [-3.70, -7.23, 1.24], [-4.01, -6.07, 2.62], [-1.62, -6.41, 2.76], [-1.75, -4.92, 1.79], [-0.85, -7.62, 0.93], [-2.03, -6.84, -0.20], [0.20, -5.00, 0.63], [-0.49, -5.29, -0.97], [0.59, -7.72, -0.66], [1.78, -6.84, 0.33], [1.81, -7.20, -2.44], [1.21, -5.54, -2.38], [3.44, -5.50, -0.56], [3.94, -6.68, -1.83], [3.45, -5.05, -2.30], [1.85, -0.62, -3.26], [3.97, 2.88, 1.47], [2.68, 2.58, 2.20], [2.61, 3.12, 3.60], [1.68, 2.22, 4.22], [1.78, 1.03, 3.56], [1.29, 0.01, 3.93], [2.53, 1.17, 2.43], [4.02, 2.31, 0.54], [4.03, 3.94, 1.23], [4.84, 2.61, 2.07], [1.83, 2.91, 1.60], [2.24, 4.14, 3.64], [3.56, 3.06, 4.13], [-0.84, 5.91, 7.36], [0.22, 5.36, 6.44], [1.55, 5.10, 7.11], [2.46, 5.21, 6.01], [1.89, 6.06, 5.11], [2.45, 6.51, 4.17], [0.60, 6.31, 5.44], [-1.70, 6.25, 6.78], [-1.17, 5.16, 8.07], [-0.47, 6.78, 7.91], [-0.15, 4.47, 5.93], [1.61, 4.11, 7.56], [1.81, 5.85, 7.86], [3.06, -1.70, 5.04], [3.90, -2.90, 5.38], [4.98, -3.21, 4.37], [5.17, -4.61, 4.56], [3.99, -5.12, 5.01], [3.74, -6.27, 5.10], [3.13, -4.11, 5.34], [2.19, -1.64, 5.70], [3.63, -0.78, 5.14], [2.68, -1.76, 4.02], [4.32, -2.80, 6.39], [5.91, -2.66, 4.57], [4.67, -3.03, 3.34], [0.65, 3.46, -2.90], [1.55, 4.50, -2.28], [2.28, 5.38, -3.26], [3.45, 5.75, -2.51], [3.69, 4.75, -1.63], [4.67, 4.63, -0.97], [2.65, 3.87, -1.59], [0.32, 2.74, -2.13], [-0.22, 3.92, -3.35], [1.18, 2.88, -3.66], [1.00, 5.08, -1.55], [1.70, 6.25, -3.54], [2.60, 4.85, -4.16], [-3.67, 8.00, -5.79], [-2.71, 6.93, -5.34], [-3.36, 5.77, -4.63], [-2.28, 5.29, -3.82], [-1.47, 6.35, -3.56], [-0.58, 6.34, -2.77], [-1.81, 7.41, -4.33], [-3.12, 8.89, -6.12], [-4.30, 7.65, -6.60], [-4.31, 8.32, -4.96], [-2.11, 6.59, -6.19], [-3.71, 4.99, -5.31], [-4.18, 6.07, -3.98]],
  "mulliken_charge": [-0.8383, -0.0874, -0.1348, -0.0848, 0.5703, -0.6454, -0.2537, -0.8405, 0.1077, -0.8625, -0.0209, -1.0101, -0.4706, -0.3734, -0.9841, -1.0057, -0.5163, -0.4610, -0.7077, -0.3654, -1.0230, -0.2553, 0.5027, -0.4904, -0.2058, 0.4078, -0.2823, -0.2518, 0.2279, 0.2427, 0.1048, 0.2311, 0.4181, 0.3455, 0.3736, 0.2920, -0.0167, 0.3810, 0.3790, 0.0626, 0.2880, 0.3563, 0.2603, 0.3012, 0.2518, 0.4681, 0.1261, 0.4323, 0.3837, 0.4247, 0.4233, 0.4788, 0.2035, 0.3010, 0.1731, 0.3702, 0.3442, 0.2663, 0.2835, 0.3300, 0.2985, 0.1807, 0.3735, -1.7468, 1.4011, -0.2287, -0.3063, 0.5367, -0.6047, -0.3148, 0.3704, 0.3896, 0.3897, -0.2316, -0.0792, 0.3550, -1.5416, 0.6462, -0.5158, -0.3014, 0.7088, -0.5374, -0.3685, 0.3660, 0.3852, 0.3589, 0.2380, 0.3094, 0.3453, -1.4173, 0.5030, -0.4846, -0.3333, 0.5942, -0.5320, -0.3695, 0.3509, 0.3856, 0.3484, 0.3121, 0.3275, 0.2891, -0.5790, 0.4393, -0.4834, -0.3727, 0.4800, -0.5539, -0.2657, 0.1446, 0.1683, 0.3311, 0.3411, 0.2916, 0.3357, -1.4945, 0.4947, -0.5510, -0.2534, 0.5559, -0.4889, -0.3406, 0.3678, 0.3848, 0.3484, 0.2711, 0.3378, 0.3158]
}

[2]
{
  "formula": "C39H66N14O3PS",
  "method": "wB97M-V/def2-TZVPD",
  "mol_weight_da": 842.1,
  "charge": 1,
  "gap_ha": 0.266,
  "symbols": ["C", "C", "O", "O", "C", "C", "C", "C", "C", "C", "C", "C", "S", "C", "P", "O", "H", "H", "H", "H", "H", "H", "H", "H", "H", "H", "H", "H", "H", "H", "H", "H", "H", "H", "H", "H", "H", "H", "H", "H", "C", "C", "N", "H", "H", "H", "C", "C", "N", "H", "H", "H", "C", "C", "N", "H", "H", "H", "C", "C", "N", "H", "H", "H", "C", "C", "N", "H", "H", "H", "C", "C", "N", "H", "H", "H", "C", "C", "N", "H", "H", "H", "C", "C", "N", "H", "H", "H", "C", "C", "N", "H", "H", "H", "C", "C", "N", "H", "H", "H", "C", "C", "N", "H", "H", "H", "C", "C", "N", "H", "H", "H", "C", "C", "N", "H", "H", "H", "C", "C", "N", "H", "H", "H"],
  "positions_angstrom": [[-2.89, -1.23, 2.56], [-1.35, -1.00, 3.10], [-1.13, -1.03, 4.44], [-0.22, -0.74, 2.16], [0.24, -2.04, 1.66], [1.77, -2.07, 1.08], [2.55, -0.59, 1.20], [1.96, 0.33, -0.02], [2.56, 1.85, -0.11], [2.49, 2.34, -1.71], [0.99, 2.11, -2.37], [0.86, 2.70, -3.91], [-0.45, 4.03, -4.12], [-2.17, 3.26, -4.38], [-0.56, 5.24, -2.30], [0.81, 6.08, -2.29], [-2.98, -2.04, 1.70], [-3.33, -0.21, 2.13], [-3.62, -1.54, 3.45], [-0.53, -2.35, 0.79], [0.14, -2.91, 2.47], [1.68, -2.32, -0.08], [2.35, -2.93, 1.61], [2.38, -0.15, 2.28], [3.69, -0.84, 1.04], [0.79, 0.41, 0.04], [2.24, -0.23, -1.03], [1.89, 2.58, 0.55], [3.66, 1.96, 0.32], [3.24, 1.63, -2.29], [2.85, 3.45, -1.82], [0.76, 0.94, -2.47], [0.19, 2.53, -1.63], [1.92, 3.15, -4.23], [0.59, 1.81, -4.64], [-2.66, 2.93, -3.36], [-2.90, 4.07, -4.87], [-2.06, 2.40, -5.17], [-1.62, 6.22, -2.36], [-0.72, 4.45, -1.11], [1.48, -1.61, -4.51], [1.04, -1.40, -3.12], [0.69, -1.24, -2.02], [0.63, -1.72, -5.19], [2.08, -0.76, -4.87], [2.10, -2.51, -4.61], [-2.83, 2.53, -0.16], [-3.93, 2.24, -1.10], [-4.80, 2.01, -1.84], [-2.84, 3.58, 0.16], [-2.89, 1.91, 0.74], [-1.85, 2.35, -0.62], [-5.90, -2.61, -0.29], [-5.26, -3.39, 0.79], [-4.75, -4.00, 1.64], [-5.74, -3.07, -1.27], [-6.98, -2.53, -0.14], [-5.51, -1.59, -0.34], [4.17, -4.47, 4.38], [4.33, -3.98, 3.00], [4.46, -3.59, 1.91], [4.71, -3.85, 5.10], [3.11, -4.47, 4.69], [4.54, -5.50, 4.49], [2.64, 6.36, -6.00], [1.64, 5.69, -5.16], [0.85, 5.15, -4.49], [2.18, 7.00, -6.75], [3.31, 7.00, -5.40], [3.28, 5.64, -6.53], [3.43, -1.00, 6.87], [3.74, -2.33, 7.44], [3.98, -3.37, 7.89], [4.29, -0.59, 6.33], [2.60, -1.05, 6.17], [3.16, -0.28, 7.65], [5.01, 0.98, -5.11], [4.03, 0.34, -5.99], [3.25, -0.17, -6.69], [5.48, 0.26, -4.43], [5.82, 1.46, -5.68], [4.55, 1.76, -4.48], [-1.19, -0.93, 7.55], [-0.51, -0.21, 8.63], [0.02, 0.37, 9.49], [-2.21, -1.21, 7.83], [-1.26, -0.33, 6.64], [-0.67, -1.86, 7.29], [0.90, -2.14, 11.52], [0.95, -2.38, 12.97], [0.99, -2.57, 14.12], [0.51, -1.15, 11.29], [1.90, -2.21, 11.07], [0.27, -2.87, 11.01], [5.40, 9.21, -7.78], [5.71, 7.89, -7.22], [5.95, 6.84, -6.77], [6.26, 9.63, -8.33], [4.56, 9.17, -8.49], [5.13, 9.93, -7.01], [-4.98, -1.42, -4.70], [-5.99, -2.10, -3.86], [-6.78, -2.63, -3.19], [-5.45, -0.78, -5.45], [-4.32, -0.79, -4.10], [-4.35, -2.14, -5.23], [-6.74, -0.81, 3.64], [-6.56, -1.49, 2.34], [-6.41, -2.02, 1.32], [-7.41, 0.05, 3.56], [-7.18, -1.48, 4.39], [-5.79, -0.45, 4.05], [-1.67, -3.97, -4.99], [-1.50, -3.48, -6.37], [-1.37, -3.09, -7.46], [-1.12, -3.35, -4.28], [-2.72, -3.97, -4.69], [-1.30, -4.99, -4.88], [-1.78, -5.63, 2.83], [-0.32, -5.56, 3.01], [0.83, -5.50, 3.15], [-2.24, -6.35, 3.51], [-2.26, -4.66, 3.00], [-2.05, -5.94, 1.81]],
  "mulliken_charge": [-0.3707, 0.3776, -0.5273, -0.2306, -0.0205, -0.1306, -0.7353, 0.4051, -0.8100, -0.5147, 1.3038, -0.2143, 0.2327, -0.6006, 0.4297, -0.5880, 0.0848, 0.1505, 0.1577, 0.0916, 0.0646, -0.0210, 0.0569, 0.2814, 0.3581, 0.0418, -0.0035, 0.2133, 0.3133, 0.0509, 0.3321, -0.3479, -0.9813, 0.1283, 0.3590, 0.0387, 0.3518, 0.3327, 0.1677, 0.0717, -0.6097, 0.8284, -0.6039, 0.2449, -0.2352, 0.3934, 0.3485, 0.3342, -0.4647, 0.3046, 0.0159, -0.5240, -0.8970, 0.4035, -0.5022, 0.4800, 0.2997, 0.1477, -0.7973, 0.5290, -0.5070, 0.2362, 0.2629, 0.3149, -1.2604, 0.7887, -0.2065, 0.3501, 0.2925, 0.3547, -0.6810, 0.3635, -0.4336, 0.3000, 0.1427, 0.3305, -0.7785, 0.5402, -0.4758, 0.3027, 0.3509, 0.1388, -0.6664, 0.3927, -0.4985, 0.3568, 0.2088, 0.2332, -0.4888, 0.2093, -0.3632, 0.1654, 0.2247, 0.2529, -0.8431, 0.4271, -0.4238, 0.3245, 0.2746, 0.2802, -0.6192, 0.4560, -0.4332, 0.3092, 0.1735, 0.1296, -1.0472, 0.6019, -0.3153, 0.3128, 0.3033, 0.2656, -0.5208, 0.3640, -0.4003, 0.0572, 0.2370, 0.2965, -0.7799, 0.4666, -0.4171, 0.3520, 0.1412, 0.2785]
}

[3]
{
  "formula": "C39H66N4O2S3Sr",
  "method": "wB97M-V/def2-TZVPD",
  "mol_weight_da": 806.8,
  "de_lowest_kcal_mol": 222.29,
  "charge": -2,
  "gap_ha": 0.142,
  "symbols": ["Sr", "C", "N", "C", "C", "C", "N", "C", "C", "C", "C", "C", "C", "C", "O", "C", "C", "C", "C", "C", "C", "C", "C", "C", "C", "C", "C", "C", "C", "C", "O", "C", "C", "C", "C", "C", "C", "C", "C", "H", "H", "H", "H", "H", "H", "H", "H", "H", "H", "H", "H", "H", "H", "H", "H", "H", "H", "H", "H", "H", "H", "H", "H", "H", "H", "H", "H", "H", "H", "H", "H", "H", "H", "H", "H", "H", "H", "H", "H", "H", "H", "H", "H", "H", "H", "H", "H", "H", "H", "H", "H", "H", "H", "S", "C", "S", "S", "C", "C", "C", "C", "N", "N", "H", "H", "H", "H", "H", "H", "H", "H", "H", "H", "H", "H"],
  "positions_angstrom": [[0.05, -1.05, 2.04], [-0.20, -3.32, 4.09], [-0.90, -2.10, 3.69], [-1.98, -1.75, 4.58], [-1.52, -2.43, 2.45], [-0.50, -3.05, 1.58], [-0.46, -2.29, 0.42], [0.56, -2.87, -0.40], [1.04, -1.88, -1.40], [0.98, -2.11, -2.76], [1.37, -1.14, -3.66], [1.78, 0.08, -3.12], [1.85, 0.37, -1.76], [1.47, -0.65, -0.83], [1.46, -0.52, 0.49], [2.21, 1.79, -1.32], [2.66, 2.69, -2.47], [0.93, 2.39, -0.71], [3.33, 1.78, -0.26], [1.36, -1.43, -5.16], [1.81, -0.22, -5.99], [2.32, -2.60, -5.44], [-0.05, -1.82, -5.61], [-1.79, -2.26, -0.14], [-2.33, -0.90, -0.51], [-3.00, -0.83, -1.72], [-3.58, 0.35, -2.17], [-3.59, 1.41, -1.27], [-2.98, 1.38, -0.03], [-2.21, 0.22, 0.35], [-1.44, 0.22, 1.40], [-3.15, 2.53, 0.97], [-1.80, 3.22, 1.26], [-3.70, 1.96, 2.29], [-4.13, 3.59, 0.47], [-4.08, 0.53, -3.60], [-3.07, 1.46, -4.31], [-5.47, 1.17, -3.65], [-4.14, -0.79, -4.38], [-0.69, -4.22, 3.69], [-0.17, -3.43, 5.18], [0.83, -3.35, 3.74], [-2.63, -2.63, 4.78], [-2.60, -1.00, 4.09], [-1.62, -1.35, 5.52], [-1.92, -1.56, 1.97], [-2.37, -3.14, 2.59], [-0.73, -4.12, 1.40], [0.47, -3.03, 2.03], [0.21, -3.82, -0.84], [1.37, -3.16, 0.28], [0.61, -3.08, -3.09], [2.06, 0.87, -3.81], [1.85, 2.87, -3.19], [3.52, 2.27, -3.00], [2.95, 3.66, -2.05], [0.16, 2.50, -1.48], [1.14, 3.36, -0.25], [0.57, 1.74, 0.08], [4.29, 1.57, -0.73], [3.10, 1.03, 0.49], [3.35, 2.74, 0.26], [2.81, 0.09, -5.72], [1.13, 0.62, -5.85], [1.80, -0.49, -7.06], [3.33, -2.33, -5.12], [2.34, -2.86, -6.50], [2.02, -3.48, -4.87], [-0.75, -1.02, -5.37], [-0.38, -2.72, -5.09], [-0.09, -2.01, -6.69], [-2.49, -2.75, 0.54], [-1.82, -2.92, -1.03], [-3.05, -1.73, -2.32], [-4.10, 2.32, -1.56], [-1.05, 2.50, 1.58], [-1.93, 3.96, 2.04], [-1.45, 3.72, 0.36], [-2.93, 1.36, 2.78], [-4.58, 1.33, 2.11], [-3.98, 2.76, 2.97], [-3.76, 4.06, -0.45], [-4.23, 4.37, 1.22], [-5.12, 3.16, 0.27], [-3.05, 2.44, -3.83], [-3.33, 1.59, -5.37], [-2.06, 1.04, -4.24], [-5.47, 2.15, -3.16], [-6.20, 0.54, -3.14], [-5.79, 1.31, -4.68], [-3.16, -1.25, -4.44], [-4.49, -0.61, -5.40], [-4.83, -1.49, -3.90], [0.61, 3.77, 3.91], [0.60, 2.13, 4.04], [0.10, 1.20, 5.35], [1.18, 1.16, 2.60], [4.16, 0.03, 6.46], [4.52, 0.12, 4.97], [4.39, 1.57, 4.50], [5.97, -0.34, 4.76], [3.63, -0.86, 4.31], [3.85, -1.05, 2.88], [4.79, 0.70, 7.05], [4.29, -1.00, 6.82], [3.12, 0.32, 6.59], [5.31, 2.12, 4.70], [3.56, 2.06, 5.00], [4.15, 1.62, 3.44], [6.61, 0.04, 5.56], [6.37, 0.04, 3.82], [6.03, -1.43, 4.75], [2.67, -0.53, 4.39], [4.72, -0.58, 2.67], [3.11, -0.61, 2.30]],
  "mulliken_charge": [4.3557, -1.2225, 0.7774, -1.1824, -1.5524, -2.5334, 0.7196, -1.6719, 0.5446, -0.7512, -0.4973, -0.2535, -0.8664, 0.0534, -0.9786, 3.3084, -2.7007, -1.5020, -1.7105, 2.4051, -2.2110, -1.8876, -1.4471, -1.5144, 0.0650, -0.3722, -0.8373, 0.0707, -0.0086, 1.5788, -2.2398, 2.4128, -1.1982, -1.5213, -2.5120, 2.5414, -1.6321, -1.9015, -2.0631, 0.3296, 0.3667, 0.3935, 0.4098, 0.1900, 0.2938, 0.4950, 0.1580, 0.1242, 1.5598, 0.1914, 0.3605, 0.3605, 0.4941, 0.3794, 0.4851, 0.4768, 0.2502, 0.5522, 0.0653, 0.4877, 0.1047, 0.4121, 0.3901, 0.3726, 0.4468, 0.3713, 0.4656, 0.3159, 0.0746, 0.3176, 0.5073, 0.2999, 0.0295, 0.4625, 0.1951, -0.6209, 0.6966, 0.1173, 0.0878, 0.2912, 0.5042, 0.3980, 0.4759, 0.3919, 0.3327, 0.4728, 0.1876, 0.2960, 0.3798, 0.4770, 0.1956, 0.4872, 0.3976, -0.4963, 0.1669, -0.5475, 0.1005, -1.8507, 1.8500, -1.0622, -1.9552, -0.2214, -0.5696, 0.4196, 0.4015, 0.3567, 0.4037, 0.3388, -0.0111, 0.4820, 0.4072, 0.4003, 0.0524, 0.3109, 0.2020]
}

The records above yield LUMO energy values of -0.2, -3.6, 3.6 eV, respectively.